# 1
This record from the OMol25 dataset describes a 15-piece molecular cluster, C27H82N20O15 overall. The level of theory is the ωB97M-V functional and the def2-TZVPD basis.

Atoms and positions in Å:
C -4.7445 -0.1737 -1.5833
O -4.7846 -1.0884 -0.8657
N -4.4560 -0.2738 -2.8227
N -5.1242 1.0182 -1.2503
H -4.4527 -1.2446 -3.1012
H -4.3924 0.5073 -3.4598
H -5.2691 1.1470 -0.2591
H -5.1282 1.7602 -1.9355
C -2.5345 -0.4593 -6.9550
O -2.5070 -0.8385 -5.8317
N -1.9256 -1.1567 -7.8595
N -2.9314 0.6879 -7.3838
H -1.4735 -1.9964 -7.5269
H -1.7214 -0.7643 -8.7675
H -3.1107 1.4199 -6.7114
H -2.9394 0.8590 -8.3792
C -2.6397 -2.4571 1.7118
O -1.8615 -2.6272 2.6001
N -3.0832 -3.3681 0.9200
N -3.2467 -1.3426 1.5144
H -3.0923 -4.3714 1.0352
H -3.7963 -3.0026 0.3052
H -3.0614 -0.6349 2.2107
H -3.8516 -1.1901 0.7201
C -3.0147 5.0043 -1.4189
O -2.4966 5.8234 -2.2193
N -4.0095 4.2272 -1.5983
N -2.5191 4.7292 -0.2419
H -4.7005 4.5616 -2.2547
H -4.3318 3.7675 -0.7588
H -2.8494 4.0309 0.4088
H -1.8203 5.4053 0.0314
C 5.5669 -0.0201 -2.2217
O 6.6808 0.3443 -2.5930
N 5.2691 -1.2929 -2.0315
N 4.6128 0.7487 -1.7669
H 4.4159 -1.6603 -1.6350
H 5.8219 -2.0182 -2.4656
H 4.6109 1.7369 -1.9758
H 3.7287 0.3451 -1.4919
C 1.6810 -3.9127 0.4706
O 2.2204 -3.9558 -0.5946
N 0.7082 -3.1572 0.7502
N 1.8778 -4.6123 1.5429
H 0.3400 -2.3962 0.1975
H 0.3031 -3.1118 1.6743
H 2.5069 -5.3906 1.4063
H 1.6371 -4.3178 2.4785
C 2.6878 -3.5134 -6.8171
O 3.0265 -4.6711 -6.9119
N 1.8976 -2.9839 -5.9456
N 3.2205 -2.5661 -7.4304
H 1.7982 -1.9791 -5.9699
H 1.4478 -3.4897 -5.1959
H 2.6697 -1.7318 -7.5739
H 4.0740 -2.8555 -7.8864
C 0.8867 6.2070 -2.9667
O 0.8647 5.5945 -3.9402
N 0.9907 5.7259 -1.7908
N 0.8024 7.5573 -2.9944
H 0.6956 6.3378 -1.0435
H 1.1853 4.7469 -1.6366
H 0.9310 8.1414 -2.1805
H 0.8788 8.1332 -3.8206
C -1.8109 -4.9953 -4.4379
O -2.7394 -4.9951 -5.2163
N -0.5150 -5.1167 -4.8556
N -2.0268 -5.1741 -3.1624
H -0.2874 -5.2402 -5.8318
H 0.1132 -5.0854 -4.0653
H -1.1725 -5.2524 -2.6292
H -2.9406 -5.4829 -2.8630
C 1.4840 1.9772 -0.2136
C 0.6627 0.6697 0.0314
C -0.8556 1.1492 -0.0462
C -1.2340 1.4051 -1.4630
C -1.1326 0.1383 -2.3189
C 0.3262 -0.5594 -2.2647
N 0.8741 -0.5070 -0.8770
O 2.2669 -0.8988 -0.8173
C 0.1005 -2.0338 -2.4890
C 1.2653 0.1043 -3.3537
C 0.8851 0.3891 1.5301
H 1.3947 2.2700 -1.2597
H 2.5167 1.7132 0.0142
H 0.9725 2.6892 0.4342
H -1.4812 0.3999 0.4389
H -1.1301 2.0089 0.5652
H -0.5656 2.2153 -1.7543
H -2.2340 1.8381 -1.4881
H -1.6101 0.2624 -3.2909
H -1.8230 -0.5127 -1.7827
H 1.0353 -2.5796 -2.3607
H -0.6955 -2.4128 -1.8481
H -0.2644 -2.1932 -3.5037
H 0.8210 0.1335 -4.3486
H 1.4977 1.1331 -3.0787
H 2.2533 -0.3557 -3.3395
H 0.2399 -0.4351 1.8343
H 0.7849 1.1356 2.3181
H 1.8460 -0.0946 1.7059
H 2.2723 -1.7370 -0.3493
C 0.4958 2.0809 9.9391
C 1.2678 1.2977 8.7622
C 1.2794 -0.1682 9.1606
C 1.6861 -1.0961 8.0110
C 0.5948 -0.8210 6.8714
C 0.6358 0.6144 6.4093
N 0.4645 1.4747 7.5565
O 0.2518 2.8069 7.2475
C 1.9116 0.8374 5.5159
C -0.6180 0.6535 5.5245
C 2.6583 1.9056 8.8146
H -0.5676 1.8430 9.9121
H 0.7003 3.1445 9.8161
H 1.0134 1.8922 10.8796
H 2.0064 -0.4003 9.9389
H 0.3218 -0.4634 9.5894
H 1.7057 -2.0894 8.4594
H 2.7105 -0.9447 7.6707
H -0.3949 -1.1932 7.1363
H 1.0911 -1.4046 6.0960
H 1.9897 1.7855 4.9840
H 2.8415 0.7215 6.0728
H 1.9744 0.3199 4.5586
H -0.7507 -0.1184 4.7664
H -1.5229 0.4500 6.0971
H -0.7138 1.6352 5.0606
H 3.1038 1.7832 9.8018
H 2.6190 2.9922 8.7390
H 3.2790 1.5089 8.0112
H 1.1315 3.1157 7.0186
O 1.4260 -5.2968 -2.7747
H 2.2547 -5.7599 -2.8974
H 1.4821 -4.9348 -1.8903
O 4.2718 -1.7737 1.6436
H 3.3987 -1.9842 1.9746
H 4.3705 -0.8356 1.8065
O -3.3317 2.9094 1.7413
H -3.7966 2.0859 1.5926
H -3.9799 3.4796 2.1547
O -3.7890 2.4068 -3.7517
H -3.0681 2.5087 -4.3731
H -3.6671 3.1190 -3.1239

Force components x, y, z for each atom (eV/Å):
-0.5 2.3 -2.3
0.1 -5.6 5.1
1.1 -1.7 -4.4
-1.0 4.2 2.3
0.5 0.4 -0.8
0.1 -0.3 0.0
-0.2 0.5 -0.4
0.0 0.0 0.5
1.6 -0.8 0.7
-0.9 -0.5 4.3
1.8 -2.8 -3.6
-2.2 4.4 -1.1
-0.1 0.1 -0.4
0.2 -0.5 0.2
-0.2 -0.2 -0.5
-0.1 0.5 0.5
0.4 -0.9 1.6
3.1 -0.6 2.7
-2.0 -3.6 -4.1
-1.4 5.1 0.1
0.6 0.5 0.4
-0.1 -0.7 -0.3
0.0 0.0 -0.4
-0.2 0.3 0.0
4.7 3.9 -1.5
-1.6 -1.4 1.2
-5.6 -2.9 -2.5
3.1 1.4 2.9
-0.3 -0.2 0.1
-0.5 0.0 -0.5
0.2 0.1 -0.1
0.2 -0.5 0.3
2.9 -0.2 0.1
-0.5 0.3 -0.6
-0.3 -4.1 -0.3
-2.6 3.1 0.8
0.0 0.6 -0.1
0.3 0.5 0.2
0.3 -0.3 0.1
0.1 0.0 -0.1
-0.4 0.1 0.5
2.2 -0.8 -2.8
-5.7 5.8 0.8
3.4 -4.6 2.7
0.4 0.0 -0.7
-0.2 -0.3 -0.1
0.1 0.1 0.7
0.0 -0.3 -0.5
-0.3 -4.3 2.4
0.1 -1.8 0.0
-4.6 0.9 4.1
4.3 4.8 -5.5
-0.1 -0.5 0.7
-0.1 0.0 -0.4
1.1 0.0 -0.5
-0.3 0.9 -0.8
-0.3 4.2 -0.2
0.2 -4.2 -6.1
0.4 -1.7 5.7
-0.1 3.3 0.5
0.3 -0.7 0.2
-0.4 0.3 0.0
0.0 -0.5 0.1
-0.2 -1.0 -0.2
-0.2 -1.7 -3.8
-1.2 0.7 -1.2
-0.2 0.9 1.0
0.7 0.4 3.3
0.0 0.2 0.5
1.1 -0.4 -0.9
-0.7 -0.4 0.8
0.5 0.2 0.0
-0.3 -1.7 -0.8
-1.4 2.4 0.7
0.4 -1.5 0.3
0.1 0.6 -0.5
0.7 0.0 1.7
-0.9 1.3 -0.8
-0.3 0.9 1.8
-0.8 1.0 -0.5
0.1 -0.2 -1.0
-0.1 -0.1 1.4
0.4 -2.7 0.0
0.2 0.3 0.1
0.1 0.7 0.2
0.8 0.3 0.0
-0.1 -0.7 -0.4
1.0 0.4 0.1
-0.1 0.1 -0.7
-0.2 -0.2 -0.3
0.8 -0.1 -0.4
0.0 -0.6 -0.1
-0.1 -0.2 0.0
0.2 0.0 0.3
0.1 -0.1 -0.2
-0.1 -0.3 0.1
-0.3 0.2 0.0
-0.1 -0.4 -0.3
-0.6 0.0 0.1
-0.2 0.6 -0.8
0.6 0.3 -0.2
0.0 -0.4 0.0
1.2 -0.2 -1.2
-1.3 1.1 2.6
1.1 -0.7 -0.2
-2.2 0.8 0.4
3.6 -1.9 1.2
-0.4 -0.9 -1.6
-0.3 -1.1 0.5
0.2 0.3 -0.3
0.0 0.8 -0.2
-0.8 1.0 -0.2
0.3 0.3 -0.7
0.1 0.1 0.3
-0.6 0.1 -0.3
-0.4 -0.6 0.2
0.1 0.8 0.4
-0.2 0.0 -0.4
-0.4 -0.4 -0.6
-0.1 0.4 -0.2
0.2 0.1 0.0
-1.1 -0.2 -0.7
-0.4 1.1 0.9
0.0 -0.2 -0.1
-0.4 -1.4 0.5
1.0 -0.1 -0.3
0.1 0.5 0.6
-0.2 0.0 -0.1
0.1 -0.5 -0.1
-0.1 0.1 -0.5
0.4 0.0 0.3
0.3 0.7 -0.3
-0.4 -0.4 -0.5
0.2 -0.1 -0.2
0.3 0.5 0.6
0.1 -0.3 -0.1
-0.2 -0.1 0.2
0.1 0.3 0.0
0.0 0.0 -0.1
0.0 -0.4 0.0
-0.2 0.2 0.4
-0.3 -0.4 -0.5
0.2 -0.1 -0.2
0.2 0.3 0.5

## Properties
Gap between HOMO and LUMO = 8.07 eV
Charge = 0

Atomic partial charges in e from the Löwdin method, atoms 1 to 8: -0.856, 0.067, 0.214, 0.194, 0.142, 0.083, 0.111, 0.087

***

# 2
This record from the OMol25 dataset describes a 2-piece molecular cluster, C4H12N2O overall. The level of theory is the ωB97M-V functional and the def2-TZVPD basis.

Atoms and positions in Å:
C 0.2178 0.9551 0.9759
C 1.3266 -0.1055 1.2034
C 1.1124 -1.2087 0.1958
C -1.1956 -1.7285 -0.4846
N -0.1247 -1.1305 -0.8023
N 0.3643 1.5499 -0.3144
H 0.3156 1.6459 1.7527
H -0.7590 0.4825 1.1397
H 2.2819 0.4377 0.8608
H 1.5450 -0.4937 2.2765
H 0.9550 -2.1924 0.7081
H 2.0260 -1.2780 -0.5096
H -2.0195 -1.7886 -1.2566
H -1.2956 -2.5742 0.3149
H 0.7260 0.8607 -0.9916
H 0.9265 2.4312 -0.2291
H -2.2715 1.2236 -2.4015
H -1.7106 1.3547 -0.9126
O -2.4204 1.5588 -1.5256

Force components x, y, z for each atom (eV/Å):
-1.0 -0.5 0.9
2.1 0.4 -0.9
-0.1 -2.9 -2.1
-0.1 -2.7 -0.8
1.1 0.9 2.1
2.3 0.3 1.6
0.0 1.7 0.9
0.0 -0.2 -0.5
-1.1 -0.8 1.0
-1.1 1.0 -1.7
0.5 0.8 -0.3
-1.6 -0.2 1.2
0.7 0.6 1.0
0.3 1.8 -0.8
-1.0 0.3 -0.7
-0.9 -0.6 -0.7
0.5 -0.4 -0.4
0.1 -0.4 -0.5
-0.6 0.7 0.9

## Properties
Gap between HOMO and LUMO (spin up / spin down) = 11.08 / 5.08 eV
Multiplicity = 2
Charge = +1

Atomic partial charges in e from the Löwdin method, atoms 1 to 8: -0.209, -0.148, -0.193, -0.040, -0.041, 0.248, 0.113, 0.144

***

# 3
This record from the OMol25 dataset describes one molecule with the formula C2H6N4S2. The level of theory is the ωB97M-V functional and the def2-TZVPD basis.

Atoms and positions in Å:
C -0.8595 0.5838 1.5385
C 0.4814 0.9871 1.0014
N 0.6117 0.8578 -0.4128
N -1.2232 -0.3878 -0.7026
N 0.1305 -0.3585 -0.8406
N 0.6874 -1.5472 -0.3578
S -1.8626 0.4432 2.7611
S -2.0466 0.8764 -1.5233
H 0.7604 2.0957 1.0392
H 1.2720 0.4602 1.5805
H 1.4820 0.9672 -0.7736
H 0.2210 -2.0382 0.3989
H 0.6889 -2.0864 -1.1148
H -3.1116 0.2745 -1.4046

Force components x, y, z for each atom (eV/Å):
-0.1 -0.2 -0.2
0.7 2.3 1.8
-2.9 -1.4 0.1
-0.4 -0.1 0.5
-1.9 -0.3 -1.1
1.2 2.6 3.2
1.3 0.4 -1.2
3.8 1.7 -0.1
-0.8 -1.1 1.2
-0.5 -0.1 -0.2
3.2 0.6 -0.9
-0.6 0.6 0.1
0.3 -3.1 -3.5
-3.4 -1.8 0.3

## Properties
Gap between HOMO and LUMO (spin up / spin down) = 6.90 / 7.47 eV
Charge = 0

Atomic partial charges in e from the Löwdin method, atoms 1 to 8: -0.625, -0.296, -0.071, -0.368, -0.390, 0.086, 0.692, 0.742

***

Computed calculated total energy, in the same sequence as the records: -3301.70908, -343.93972, -1094.95662 Eh.
Computed energy above the lowest of the compared OMol25 structures with the same formula, charge and spin, in the same sequence as the records: 0.0, 77.0, 167.8 kcal per mole.